1.
Density functional theory data (ωB97M-V/def2-TZVPD) for a gas-phase ion, C5H12N2O (charge +1) in a non-equilibrium geometry.

Geometry as XYZ:
```
20
Properties=species:S:1:pos:R:3:forces:R:3
N 1.413 1.910 1.032 -0.147 -3.272 0.578
C 0.354 1.324 0.268 0.012 -2.493 0.568
C -0.998 1.947 0.406 -2.182 2.462 -0.160
C 0.361 -0.073 0.942 -0.385 0.125 0.575
N 0.474 -1.321 0.454 -0.009 -0.128 -2.046
C 0.518 -1.615 -0.940 1.053 2.747 -2.344
C -0.710 -2.289 -1.379 -3.968 -1.242 -0.778
O 0.293 -0.081 2.169 -0.002 -0.009 1.559
H 1.488 2.794 0.722 0.979 3.940 -0.520
H 1.298 1.750 2.027 -0.043 0.782 -0.205
H 0.612 1.251 -0.769 0.418 0.087 -0.585
H -1.628 2.030 -0.524 1.002 -0.281 0.617
H -0.815 3.015 0.736 -0.307 -1.058 -0.450
H -1.710 1.563 1.151 0.655 -0.304 0.106
H 0.514 -2.157 1.033 -0.124 0.458 0.830
H 1.446 -2.072 -1.180 0.849 -1.246 0.076
H 0.658 -0.650 -1.573 -0.562 -1.292 1.431
H -1.590 -1.667 -1.131 0.415 0.140 0.286
H -0.924 -2.384 -2.462 1.204 0.113 0.321
H -1.054 -3.274 -0.984 1.143 0.471 0.142
```
Forces are in eV/Å.

**Relative energy (zero: lowest compared OMol25 entry of this formula, charge and spin)**: 2.1104 eV
**HOMO (spin up / spin down)**: -14.0 / -13.7 eV
**Net charge**: +1
**Multiplicity**: 2
**F_max**: 4.23 eV Å⁻¹


2.
Density functional theory data (ωB97M-V/def2-TZVPD) for a gas-phase ion, C5H12N2O (charge +1) in a non-equilibrium geometry.

Geometry as XYZ:
```
20
Properties=species:S:1:pos:R:3:forces:R:3
C 0.213 -1.995 0.554 0.008 -0.231 -0.400
N 0.490 -0.695 0.081 0.349 0.929 -0.399
C 0.335 -0.335 -1.325 0.083 0.052 -0.626
C -0.745 -1.126 -2.048 -0.607 0.918 0.254
C 0.852 0.302 0.994 0.522 -1.108 0.864
C -0.389 1.224 1.501 -1.505 0.410 -0.164
N -0.392 2.504 0.926 1.335 0.722 0.291
O 0.006 -2.213 1.705 -0.026 -0.029 0.463
H 0.262 -2.749 -0.239 -0.161 -0.020 0.071
H 1.280 -0.349 -1.881 0.210 -0.374 0.333
H 0.088 0.723 -1.325 -0.253 0.226 0.024
H -1.692 -0.949 -1.530 0.011 -0.428 0.067
H -0.533 -2.168 -2.145 0.072 -0.635 0.026
H -0.928 -0.744 -3.049 0.379 0.160 -0.104
H 1.183 -0.201 1.901 -0.025 0.050 0.111
H 1.655 0.944 0.651 -0.181 0.169 -0.393
H -1.328 0.715 1.277 0.255 -0.370 -0.380
H -0.405 1.314 2.586 0.561 -0.046 -0.001
H -0.169 2.645 -0.053 -0.716 -0.423 -0.196
H 0.218 3.154 1.419 -0.311 0.028 0.160
```
Forces are in eV/Å.

**Relative energy (zero: lowest compared OMol25 entry of this formula, charge and spin)**: 0.8966 eV
**HOMO (spin up / spin down)**: -14.7 / -14.0 eV
**Net charge**: +1
**Multiplicity**: 2
**F_max**: 1.57 eV Å⁻¹


3.
Density functional theory data (ωB97M-V/def2-TZVPD) for 2 unconnected molecules or ions with the total composition C5H12N2O in a non-equilibrium geometry.

Geometry as XYZ:
```
20
Properties=species:S:1:pos:R:3:forces:R:3
O -3.043 2.561 -1.165 2.702 0.047 2.883
C -1.484 1.546 -0.064 1.484 4.600 1.385
C -0.733 0.439 -0.214 2.036 -0.374 -0.309
C 0.701 0.115 0.294 -0.442 -0.773 -3.355
C 1.376 -1.144 -0.507 2.319 2.630 4.257
C 2.169 -2.218 0.185 -1.910 -1.062 -0.214
N 1.164 -3.080 1.055 1.283 0.748 -1.364
N -0.950 2.891 0.298 -3.847 -3.206 -1.179
H -2.455 1.449 0.416 -0.941 -0.689 -0.162
H -1.221 -0.358 -0.675 -0.984 -1.496 -0.621
H 0.559 -0.029 1.330 0.319 -0.341 1.441
H 1.470 0.948 0.062 -1.071 -0.963 0.445
H 1.749 -0.717 -1.435 -0.738 -1.181 -1.114
H 2.936 -1.974 0.940 -0.078 1.033 -0.537
H 0.263 -2.645 1.126 -0.528 -0.403 0.056
H 2.640 -2.818 -0.602 -0.042 0.004 0.300
H 1.180 -4.075 0.783 -0.467 0.790 -0.104
H -0.904 3.331 -0.637 0.590 0.629 0.501
H -3.570 2.542 -1.936 -1.395 -0.839 -2.081
H -1.846 3.236 0.747 1.708 0.844 -0.229
```
Forces are in eV/Å.

**Relative energy (zero: lowest compared OMol25 entry of this formula, charge and spin)**: 10.8728 eV
**HOMO**: -18.0 eV
**Net charge**: +2
**F_max**: 5.51 eV Å⁻¹


4.
Density functional theory data (ωB97M-V/def2-TZVPD) for a gas-phase ion, C5H12N2O (charge +2) in a non-equilibrium geometry.

Geometry as XYZ:
```
20
Properties=species:S:1:pos:R:3:forces:R:3
C -0.920 -2.153 -1.222 -1.293 -1.218 -0.288
C 0.096 -1.363 -0.982 1.320 0.882 -0.265
N 1.473 -2.090 -0.968 -1.970 1.380 0.722
C 0.184 0.164 -0.918 -0.029 -0.425 0.288
C 0.321 0.764 0.481 -0.951 0.183 1.023
N -0.695 0.195 1.493 0.034 0.390 -0.237
C 0.117 2.323 0.627 0.960 -0.881 -0.059
O -0.814 2.700 1.256 -0.468 0.534 -0.007
H -1.979 -1.927 -1.269 0.142 1.087 0.010
H -0.900 -3.226 -1.450 0.888 0.183 0.367
H 1.559 -2.420 -1.929 0.731 -0.771 0.257
H 1.323 -2.742 -0.200 0.612 -1.039 -0.667
H 2.238 -1.488 -0.671 0.250 0.106 -0.443
H -0.693 0.541 -1.441 -0.086 0.182 0.100
H 1.064 0.545 -1.452 -0.196 -0.272 -0.265
H 1.290 0.609 0.959 0.159 -0.377 -0.256
H -0.932 -0.795 1.405 0.427 -0.113 -0.013
H -1.594 0.696 1.457 0.161 0.391 -0.208
H -0.330 0.404 2.427 -0.180 -0.311 0.122
H 0.978 2.935 0.288 -0.513 0.089 -0.182
```
Forces are in eV/Å.

**Relative energy (zero: lowest compared OMol25 entry of this formula, charge and spin)**: 0.8684 eV
**HOMO**: -18.4 eV
**Net charge**: +2
**SMILES**: C=C([NH3+])C[C@H]([NH3+])C=O
**F_max**: 2.51 eV Å⁻¹